{
  "formula": "C17H35Cl4EuN6O2S",
  "method": "ωB97M-V with the def2-TZVPD basis set",
  "energy_ha": -4096.9676,
  "homo_ev": [-9.4999, -11.1175],
  "lumo_ev": [-2.642, -2.641],
  "total_charge": 1,
  "relative_energy_kj_mol": 0.0,
  "homo_lumo_gap_ev": [6.86, 8.48],
  "spin_multiplicity": 8,
  "species": ["Eu", "N", "C", "C", "N", "C", "C", "N", "H", "H", "H", "H", "H", "H", "H", "H", "H", "H", "H", "H", "H", "Cl", "C", "Cl", "Cl", "C", "N", "C", "C", "C", "C", "N", "C", "S", "N", "C", "C", "C", "C", "H", "H", "H", "H", "H", "H", "H", "H", "H", "H", "H", "H", "H", "H", "H", "H", "H", "H", "H", "H", "Cl", "C", "C", "O", "O", "H", "H"],
  "positions_angstrom": [[-1.45756, -0.73991, 0.81285], [-1.97097, -3.14243, -0.40819], [-3.25845, -3.13271, -1.17217], [-4.39817, -2.78087, -0.19062], [-4.07239, -1.66746, 0.69972], [-5.04671, -0.58872, 0.63188], [-4.59342, 0.42413, -0.37148], [-3.33293, 1.00208, 0.14102], [-1.17833, -3.33339, -1.03268], [-1.97062, -3.80101, 0.34716], [-3.48710, -4.04820, -1.68692], [-3.14124, -2.30581, -1.90010], [-4.62078, -3.65088, 0.43315], [-5.30847, -2.54771, -0.75259], [-4.04288, -2.00024, 1.67174], [-5.03040, -0.11810, 1.63359], [-6.05350, -1.00350, 0.50508], [-5.40849, 1.15258, -0.58672], [-4.40160, -0.08274, -1.33920], [-3.51210, 1.54928, 0.96386], [-2.90329, 1.64483, -0.53166], [-2.14716, -1.96437, -5.14121], [-2.21147, -0.33929, -4.36979], [-1.20924, 0.80629, -5.19621], [-3.93301, 0.19734, -4.38139], [-1.83734, -0.42241, -2.92469], [-1.39468, -0.41313, -1.85194], [5.64888, -0.73851, 0.78157], [5.33775, -1.45197, -0.55223], [5.03444, -0.58373, -1.78516], [3.59455, -0.19517, -1.97220], [3.16498, 0.53602, -0.80165], [2.33985, 0.14429, 0.17197], [1.41873, -1.27429, 0.05743], [2.30793, 0.88004, 1.33868], [2.63946, 2.26962, 1.46649], [1.42862, 3.17507, 1.42491], [0.52476, 3.00165, 0.18819], [1.13069, 3.42719, -1.13998], [5.70212, -1.41146, 1.62911], [4.82663, -0.10756, 1.06255], [6.56605, -0.14393, 0.70033], [4.48915, -2.12609, -0.47127], [6.15515, -2.09002, -0.83618], [5.22904, -1.22996, -2.64270], [5.64708, 0.31848, -1.82715], [2.94706, -1.09104, -2.07460], [3.48832, 0.45718, -2.83313], [3.69104, 1.34951, -0.60541], [1.68325, 0.53200, 2.04127], [3.29011, 2.62547, 0.69462], [3.20787, 2.40496, 2.38882], [1.77673, 4.21476, 1.49999], [0.70865, 2.98955, 2.29036], [-0.31263, 3.68129, 0.31936], [0.17346, 1.97386, 0.15124], [1.45831, 4.49793, -1.14156], [0.39981, 3.21070, -1.95797], [2.02660, 2.78396, -1.40704], [-0.07700, 1.28497, 5.57940], [-0.72334, -0.13695, 4.85533], [-1.01109, -0.12742, 3.36853], [-0.25682, 0.49171, 2.58461], [-1.97769, -0.93713, 3.07635], [-1.65522, -0.26590, 5.36330], [-0.10101, -1.03268, 5.01129]],
  "forces_ev_per_a": [[0.1, -0.4, -1.4], [0.0, 0.4, -1.1], [0.5, 1.5, 1.1], [0.3, -0.5, -0.2], [0.2, -0.5, 0.7], [0.0, -0.1, 1.4], [-0.5, 0.3, -0.9], [0.2, 0.3, -0.9], [-0.4, -0.1, 0.4], [0.0, -0.7, 0.2], [0.0, -0.5, -0.3], [-0.3, -0.6, 0.2], [0.0, -0.2, -0.2], [0.1, -0.1, 0.0], [0.0, 0.1, -0.6], [-0.2, 0.0, -0.4], [0.0, 0.4, -0.3], [0.6, -0.2, 0.3], [0.1, 0.3, 0.4], [-0.2, 0.3, 0.4], [-0.3, -0.2, 0.2], [0.2, 0.6, 0.5], [-1.1, -0.7, 0.5], [0.3, 0.1, 0.0], [0.4, 0.0, 0.0], [1.3, 0.2, 0.5], [-1.0, 0.0, -1.8], [-0.2, -0.2, -0.7], [-0.3, 0.3, 0.1], [0.3, -0.6, -0.2], [-0.6, -0.6, 0.5], [-1.2, -0.1, 0.6], [0.1, 0.5, 1.2], [-0.1, -0.4, -0.1], [0.3, -1.0, -1.9], [0.0, 0.5, 0.6], [-1.8, 0.1, 0.9], [0.7, 0.9, 0.1], [1.0, -0.9, -1.0], [0.4, -0.4, -0.1], [-0.3, 0.7, 0.0], [-0.2, -0.1, 0.1], [-0.2, -0.1, 0.4], [0.6, -0.3, 0.1], [0.5, 0.3, -0.2], [0.3, -0.1, -0.1], [0.3, 0.7, 0.0], [-0.1, 0.0, -0.3], [0.6, 0.7, 0.2], [-0.4, -0.2, 0.1], [0.6, -0.1, -0.6], [-0.1, 0.1, 0.1], [-0.1, -0.2, 0.0], [1.3, 0.2, -0.7], [-0.4, -0.2, 0.3], [-0.2, -0.2, -0.1], [-0.4, -0.9, -0.1], [0.5, 0.6, 0.5], [-0.9, 0.8, 0.3], [1.0, 1.0, 0.1], [-0.5, -0.9, -0.2], [-0.2, -0.9, 1.4], [-0.8, -0.1, -0.2], [0.9, 1.2, 0.0], [-0.5, -0.6, 0.1], [0.0, 0.4, 0.2]]
}

---

{
  "formula": "C12H19O7PTi",
  "method": "ωB97M-V with the def2-TZVPD basis set",
  "energy_ha": -2185.4226,
  "homo_ev": [-14.6785, -14.6813],
  "lumo_ev": [-9.685, -10.161],
  "total_charge": 2,
  "relative_energy_kj_mol": 237.7,
  "homo_lumo_gap_ev": [4.99, 4.52],
  "spin_multiplicity": 3,
  "species": ["Ti", "O", "C", "C", "O", "C", "O", "C", "O", "C", "H", "H", "C", "H", "H", "C", "C", "O", "P", "O", "C", "C", "O", "C", "C", "H", "H", "H", "H", "H", "H", "H", "H", "H", "H", "H", "H", "H", "H", "H"],
  "positions_angstrom": [[0.03673, -0.00464, 0.00531], [-2.64735, -1.75663, 0.12568], [-1.66010, -1.16112, 0.06972], [1.51853, 1.32175, -0.07251], [2.40629, 2.10090, -0.11175], [-0.06161, -0.04639, -2.03137], [-0.13456, -0.02130, -3.16861], [0.14253, -0.03755, 2.02494], [0.14554, 0.00385, 3.17151], [2.77779, -4.39220, -0.05079], [2.41739, -4.77611, 0.90256], [2.33430, -4.78329, -0.96539], [3.87253, -3.55054, -0.10271], [4.30879, -3.26428, -1.05892], [4.39193, -3.25720, 0.80879], [0.45333, 5.73051, -0.74755], [0.06860, 4.59933, 0.11679], [-0.24530, 3.49987, -0.76005], [-1.01506, 2.06615, -0.08158], [-2.03550, 1.92761, -1.32631], [-2.59168, 3.13684, -2.11172], [-3.51004, 3.87426, -1.24670], [-2.05562, 1.47706, 1.24141], [-3.50600, 1.69725, 1.19534], [-4.12376, 0.91654, 2.27271], [1.32547, 5.48963, -1.33519], [0.67602, 6.53707, -0.08289], [-0.36101, 6.01571, -1.39870], [0.85854, 4.22328, 0.77016], [-0.84332, 4.78484, 0.68391], [-1.76996, 3.72551, -2.50007], [-3.09644, 2.64988, -2.94570], [-3.04222, 4.33670, -0.37866], [-3.92610, 4.67212, -1.84095], [-4.34560, 3.26452, -0.91746], [-3.81650, 1.38990, 0.19521], [-3.57061, 2.77680, 1.32970], [-3.74949, 1.21611, 3.23780], [-5.16917, 1.13519, 2.21499], [-3.97420, -0.13863, 2.12134]],
  "forces_ev_per_a": [[0.9, -1.8, 0.4], [3.9, 2.4, -0.2], [-6.1, -4.0, 0.2], [7.6, 5.7, -0.2], [-4.9, -4.2, 0.2], [-0.4, 0.1, -5.3], [0.2, -0.1, 2.8], [0.4, 0.1, 6.3], [0.0, -0.2, -3.6], [2.2, 1.5, -0.1], [0.0, 0.1, -0.2], [0.0, 0.1, 0.2], [-2.0, -1.7, 0.1], [-0.1, 0.0, 0.2], [-0.2, 0.0, -0.2], [0.1, 0.1, 0.0], [-0.1, -0.7, 0.6], [-2.1, -3.4, 2.2], [-2.8, 2.2, -2.8], [0.6, 0.6, 0.7], [0.6, -1.4, -0.3], [-0.8, 0.5, 0.5], [3.2, 1.5, -2.3], [0.7, 0.8, -0.8], [0.1, -0.1, 0.3], [0.3, 0.0, -0.2], [0.3, 0.8, 0.2], [-0.2, 0.1, -0.2], [0.1, 0.6, 0.2], [0.2, 0.4, 0.3], [0.2, -0.1, 0.2], [0.0, -0.1, 0.1], [0.2, 0.0, 0.0], [-0.2, 0.5, -0.2], [-0.1, 0.0, 0.0], [-0.3, 0.2, 0.2], [-0.6, -0.1, 0.0], [0.1, 0.0, 0.4], [-0.8, -0.1, 0.2], [0.0, -0.5, 0.0]]
}

---

{
  "formula": "C35H43ClCrN2Si2",
  "method": "ωB97M-V with the def2-TZVPD basis set",
  "energy_ha": -3552.4864,
  "homo_ev": [-4.9041, -4.0519],
  "lumo_ev": [0.555, -0.902],
  "relative_energy_kj_mol": 297.6,
  "homo_lumo_gap_ev": [5.46, 3.15],
  "spin_multiplicity": 5,
  "species": ["C", "C", "C", "H", "C", "C", "H", "H", "H", "H", "Cr", "Si", "C", "C", "H", "C", "H", "C", "H", "C", "H", "C", "H", "C", "C", "H", "C", "H", "C", "H", "C", "H", "C", "H", "H", "Si", "C", "C", "H", "C", "H", "C", "H", "C", "H", "C", "H", "C", "C", "H", "C", "H", "C", "H", "C", "H", "C", "H", "H", "Cl", "C", "N", "C", "C", "C", "N", "C", "C", "H", "H", "H", "H", "H", "H", "H", "H", "H", "H", "H", "H", "H", "H", "H", "H"],
  "positions_angstrom": [[-4.07033, -1.03846, 2.83216], [-2.65928, -1.31328, 2.82027], [-1.98658, -0.11568, 2.42374], [-2.16601, -2.22193, 3.17494], [-2.97319, 0.90303, 2.18071], [-4.26460, 0.33091, 2.43530], [-5.22276, 0.84583, 2.46643], [-4.87333, -1.70470, 3.15854], [-0.90737, 0.03893, 2.42401], [-2.75345, 1.93856, 1.93315], [-3.30781, -0.78002, 0.79511], [0.53792, 0.39025, -0.77967], [1.11977, -1.26877, -0.17088], [1.56911, -2.22315, -1.10225], [1.49678, -2.03060, -2.16998], [2.25290, -3.35957, -0.66812], [2.70192, -4.01475, -1.41815], [2.39390, -3.61377, 0.69120], [2.95951, -4.49208, 1.03035], [1.82663, -2.74169, 1.62480], [1.92202, -2.94941, 2.69226], [1.17196, -1.58201, 1.19606], [0.73816, -0.92383, 1.95017], [0.55032, 1.76145, 0.46195], [1.50206, 1.82806, 1.49014], [2.17851, 0.99460, 1.69753], [1.66023, 3.00840, 2.22765], [2.51374, 3.11071, 2.89444], [0.75952, 4.06486, 2.07077], [0.91313, 4.99692, 2.60674], [-0.30518, 3.93055, 1.17457], [-1.02795, 4.73691, 1.04891], [-0.42190, 2.77762, 0.38582], [-1.25598, 2.69662, -0.31113], [-0.90747, 0.08182, -0.81808], [2.79557, 1.24516, -2.09477], [3.31690, 2.84398, -1.30159], [4.60641, 3.03142, -0.75251], [5.36084, 2.24057, -0.84176], [4.95686, 4.21520, -0.09184], [5.95672, 4.32922, 0.33864], [4.03203, 5.25174, 0.01896], [4.28184, 6.16516, 0.55429], [2.77576, 5.10574, -0.56328], [2.03534, 5.90763, -0.46843], [2.43242, 3.94086, -1.25345], [1.45746, 3.85940, -1.74073], [4.04567, -0.02303, -1.54024], [4.24075, -0.24270, -0.16958], [3.64061, 0.30573, 0.55550], [5.16530, -1.18604, 0.27955], [5.24272, -1.39417, 1.34708], [6.00040, -1.84198, -0.62680], [6.76034, -2.53571, -0.26375], [5.85671, -1.58656, -1.99087], [6.52691, -2.08453, -2.69759], [4.88201, -0.70476, -2.45000], [4.76406, -0.51779, -3.52156], [3.11500, 1.40034, -3.52947], [0.61089, 0.93635, -2.86531], [-4.36281, 0.44628, -1.44900], [-4.96117, -0.60217, -0.56452], [-6.24408, -0.13932, 0.00553], [-5.12974, -1.93467, -1.23902], [-4.28987, -3.01507, -0.58372], [-2.89424, -2.53366, -0.38692], [-2.09107, -3.50528, 0.38010], [-2.24711, -2.28755, -1.69494], [-4.89030, 1.39570, -1.29631], [-4.46346, 0.15493, -2.50316], [-3.30045, 0.59294, -1.19798], [-7.00124, -0.12581, -0.78955], [-6.56061, -0.81975, 0.80346], [-6.13184, 0.86740, 0.42066], [-6.18921, -2.22815, -1.15749], [-4.87271, -1.82880, -2.30333], [-4.72931, -3.30363, 0.38619], [-4.26424, -3.89778, -1.23969], [-2.02783, -4.45016, -0.18044], [-1.07573, -3.11327, 0.54384], [-2.55772, -3.69767, 1.35194], [-2.37613, -3.18007, -2.32952], [-2.68893, -1.42168, -2.20584], [-1.17461, -2.09630, -1.55023]],
  "forces_ev_per_a": [[-0.2, 0.1, 0.2], [0.2, 0.0, 0.1], [-0.3, 0.6, 0.4], [-0.2, 0.4, -0.2], [0.3, -0.3, 0.7], [0.6, 0.0, 0.1], [0.4, 0.0, -0.1], [0.4, 0.2, -0.1], [-0.5, 0.0, -0.1], [-0.1, -0.3, 0.0], [-0.4, -0.1, 0.3], [-1.3, -0.5, 1.5], [0.4, -0.5, -0.4], [0.6, 0.1, 0.7], [0.1, 0.0, 0.1], [-0.2, 0.0, -0.4], [-0.2, 0.1, 0.3], [0.1, -0.1, 0.3], [-0.3, 0.4, -0.2], [-0.1, 0.0, -0.2], [-0.1, 0.0, -0.3], [0.4, -0.2, 0.1], [0.2, -0.1, -0.3], [-0.2, 0.2, 0.7], [0.3, 0.8, -0.1], [-0.1, 0.3, -0.3], [-0.3, -0.2, -0.1], [-0.3, -0.1, 0.1], [0.1, -0.3, -0.5], [-0.1, -0.1, 0.0], [0.0, -0.3, -0.1], [0.1, -0.2, 0.1], [0.6, 0.4, 0.2], [0.2, 0.0, 0.0], [-0.4, 0.2, -0.4], [2.0, 0.0, 0.2], [0.0, 1.3, 0.2], [-0.1, -0.1, 0.1], [-0.4, 0.3, 0.1], [-0.1, -0.1, -0.2], [-0.4, -0.1, -0.2], [-0.1, -0.3, 0.0], [0.0, -0.2, -0.1], [-0.4, 0.1, -0.2], [0.3, -0.3, -0.1], [0.3, -0.2, 0.3], [0.2, 0.1, 0.3], [0.6, -0.4, 0.0], [0.1, -0.6, -0.1], [0.1, -0.2, -0.2], [0.0, 0.2, 0.0], [0.1, 0.1, -0.2], [-0.3, 0.2, 0.0], [-0.2, 0.1, -0.2], [0.3, -0.2, -0.1], [-0.3, 0.2, 0.2], [-0.4, 0.2, 0.3], [0.1, -0.1, 0.3], [0.0, -0.1, -0.2], [-1.3, 0.1, -1.1], [-0.4, -0.1, 0.0], [0.1, -0.1, -0.4], [0.2, -0.1, -0.3], [-0.4, 0.6, 0.1], [0.6, 0.0, 0.0], [0.0, 0.1, 0.1], [-0.1, -0.2, -0.2], [-0.1, -0.2, 0.1], [0.2, -0.2, 0.0], [0.0, 0.2, 0.1], [-0.2, 0.0, -0.2], [-0.1, 0.1, 0.1], [0.1, 0.1, -0.1], [0.0, -0.3, -0.1], [0.3, 0.0, -0.2], [-0.2, -0.1, 0.3], [0.4, 0.2, -0.3], [-0.2, -0.1, 0.0], [0.1, -0.1, 0.1], [-0.4, -0.1, -0.1], [0.1, 0.1, -0.3], [0.1, 0.1, -0.1], [0.2, -0.3, 0.2], [-0.4, -0.1, 0.0]]
}